17
Properties=species:S:1:pos:R:3 method="wB97M-V/def2-TZVPD" homo_lumo_gap_ev="6.57 / 7.43" s2=2.008 e_lumo_ev="0.2 / -3.1" homo_ev="-6.36 / -10.56" multiplicity=3
S 0.89189 -0.30961 1.02655
S -0.91129 -1.90549 -0.24454
O -1.89683 -2.20098 -1.24800
O 0.05712 -2.93389 -0.11206
N 0.13522 0.47751 -1.33618
N -1.79313 -1.25667 1.12274
C 0.06721 -0.45658 -0.45450
C 1.78589 1.25552 0.49465
C 1.20296 1.33579 -0.93813
H 1.64258 1.94359 1.22835
H -1.25484 1.56269 -0.48571
H 2.79548 0.78403 0.51078
H 2.05343 1.16831 -1.65977
H 0.87998 2.34102 -0.97895
H -1.06337 -1.24062 1.76968
H -2.47787 -1.84963 1.43048
H -2.11442 1.28500 -0.12538

---

18
Properties=species:S:1:pos:R:3 method="wB97M-V/def2-TZVPD" homo_lumo_gap_ev=10.74 e_lumo_ev=0.8 homo_ev=-9.97 multiplicity=1 smiles="NC(=O)NC(O)O.O=CO"
O -3.18639 -0.11863 -0.33368
O -0.96036 -1.60918 0.02567
O 0.89290 1.62338 0.61818
O 2.64936 1.07281 -0.73605
O -1.83891 1.54146 0.30230
N 0.80964 -0.28808 -0.64655
N 1.11636 -2.25522 0.51390
C 0.25699 -1.38699 -0.00306
C -2.91560 1.10802 -0.02782
C 1.63597 0.62015 0.14803
H 2.53755 2.04965 -0.90647
H -2.34057 -0.58338 -0.14469
H 0.21879 0.25239 -1.40332
H 0.65824 -3.13420 0.78456
H -0.02519 1.50378 0.47409
H 2.08896 0.04593 1.02392
H -3.69932 1.76722 -0.15586
H 2.10158 -2.20912 0.46685

---

15
Properties=species:S:1:pos:R:3 method="wB97M-V/def2-TZVPD" homo_lumo_gap_ev=9.00 e_lumo_ev=0.7 homo_ev=-8.33 multiplicity=1
S -1.62964 0.47192 0.53901
O -1.95623 1.54195 -0.40769
N -2.28677 -0.99639 -0.10262
N 0.90655 1.04551 -0.61263
C 0.02245 0.02144 -0.37755
C 1.14437 -0.71492 0.33393
C 1.84474 0.62498 0.39909
H -3.26671 -0.97479 -0.31453
H 1.76945 -1.12429 -0.48926
H 1.73994 1.04981 1.38804
H -0.50045 -0.39009 -1.33689
H 0.54841 1.97732 -0.57652
H 0.73023 -1.44021 0.96787
H -1.99702 -1.85459 0.44608
H 2.93068 0.76233 0.14365

---

15
Properties=species:S:1:pos:R:3 method="wB97M-V/def2-TZVPD" homo_lumo_gap_ev="6.78 / 6.60" e_lumo_ev="0.3 / 0.2" homo_ev="-6.46 / -6.39" multiplicity=1
S -1.40334 0.96079 -0.08105
O -2.58413 0.81830 0.74168
N -0.67268 -1.34119 1.56443
N 0.89778 -1.72122 -1.90975
C -0.28464 -0.61459 0.70418
C 1.48359 -1.10163 -0.91588
C -0.25572 2.21479 0.73616
H 0.80478 2.14164 0.64401
H -0.52132 2.36165 1.79581
H 0.33575 -1.10756 -2.55715
H 1.40157 -0.04595 -0.94519
H 2.30685 -1.58103 -0.38126
H -0.48624 3.17930 0.22769
H -1.65763 -1.44062 2.05227
H 0.63538 -2.72269 -1.67596

---

15
Properties=species:S:1:pos:R:3 method="wB97M-V/def2-TZVPD" homo_lumo_gap_ev=9.76 e_lumo_ev=0.6 homo_ev=-9.17 multiplicity=1
S -0.39065 1.39078 0.39843
O -0.84638 -1.85472 -1.10889
N 1.40945 -0.53358 -0.09503
N 2.19644 1.57617 0.65378
C -1.48732 -0.04831 0.42967
C -1.71771 -0.77646 -0.91986
C 1.22831 0.67114 0.31605
H 1.97324 2.32679 1.30473
H 3.14676 1.22757 0.70985
H 2.43020 -0.80031 -0.09109
H -1.16205 -0.75819 1.15436
H 0.07739 -1.51541 -0.91209
H -1.67092 -0.04300 -1.73933
H -2.72743 -1.20445 -0.88830
H -2.45933 0.34196 0.78771

---

15
Properties=species:S:1:pos:R:3 method="wB97M-V/def2-TZVPD" homo_lumo_gap_ev=9.61 e_lumo_ev=0.7 homo_ev=-8.95 multiplicity=1 smiles="N/N=C(/CO)CS"
S -1.59453 -1.26991 -0.20308
O 1.99708 -1.17592 -0.33931
N 0.25969 1.68569 -0.23996
N -1.06819 2.10596 -0.16699
C -0.40716 -0.34776 0.94718
C 0.56595 0.55545 0.24083
C 1.98282 0.16656 0.15970
H -1.26182 2.79863 -0.82851
H -0.54185 -1.85999 -0.84306
H 2.45070 0.07032 1.13997
H -1.80978 1.42435 -0.08325
H 0.13598 -1.15044 1.44974
H -1.07743 0.14796 1.71169
H 1.86740 -1.21614 -1.29403
H 2.58257 0.72411 -0.52635

---

15
Properties=species:S:1:pos:R:3 method="wB97M-V/def2-TZVPD" homo_lumo_gap_ev="9.05 / 6.82" e_lumo_ev="0.8 / 0.4" homo_ev="-8.29 / -6.39" multiplicity=1
S 2.54840 0.39648 0.35886
O 0.23726 -0.87598 1.09733
N -0.43248 -1.65138 -1.00844
N 0.63049 -0.70282 -1.12034
C -0.76075 2.14811 0.14854
C 0.89873 -0.12557 0.09730
C -0.90595 -1.40413 0.32159
H 0.61097 -0.10578 -1.90322
H -1.37008 -2.13940 0.95386
H -1.50851 -0.47693 0.26295
H -1.32887 2.58165 0.89284
H 2.37631 1.09666 1.60865
H -1.18324 1.40490 -0.43742
H 0.27847 2.44088 -0.01301
H -0.09074 -2.58668 -1.25948

---

15
Properties=species:S:1:pos:R:3 method="wB97M-V/def2-TZVPD" homo_lumo_gap_ev=9.87 e_lumo_ev=0.6 homo_ev=-9.23 multiplicity=1 smiles="NC(=O)NCCS"
S -0.81916 -0.11815 -2.28570
O 1.90291 0.23394 1.94421
N 1.86318 -1.45271 0.30846
N -0.09496 -0.21138 0.88338
C 1.27137 -0.44996 1.08150
C -0.63745 0.99658 0.14987
C -1.67845 0.73059 -0.91843
H 2.91470 -1.62546 0.35029
H -0.29055 -1.11862 -1.60910
H -2.43817 0.09348 -0.53371
H 0.23997 1.48325 -0.24351
H -2.19549 1.72529 -1.08795
H 1.54932 -1.63406 -0.67128
H -0.52660 -0.31847 1.76891
H -1.06063 1.66569 0.86307

---

Energy relative to the best compared isomer or geometry (same formula, charge and spin) values (in kJ/mol) by entry order: 278.69 0.00 382.54 589.27 86.04 233.43 615.31 126.86.
F_max values (in eV Å⁻¹) by entry order: 7.63 3.20 3.54 4.77 1.41 1.96 2.71 4.11.